# 1
The following is a DFT calculation (ωB97M-V/def2-TZVPD) of a molecular structure, C25H51BF4I2N4O7P in a non-equilibrium geometry.

```
95
Properties=species:S:1:pos:R:3:forces:R:3:lowdin_charge:R:1
C 2.547936 3.303012 3.314912 0.20 0.07 -0.86 -0.134
C 3.489034 2.565843 2.195567 -0.93 0.07 -1.00 -0.234
C 3.051218 0.979827 1.894563 0.09 0.46 -1.59 -0.147
C 1.420164 0.888985 1.473535 2.47 4.72 2.27 -0.180
O 1.122819 -0.374616 0.923623 4.27 0.73 2.27 -0.120
N 0.101504 -0.621427 0.124644 -1.94 -1.77 -1.72 -0.084
B -1.082374 0.296450 0.467767 -6.12 4.02 1.05 -0.669
O -1.665726 0.519659 1.812481 3.05 -0.59 -1.49 0.024
O -1.838797 1.194440 -0.423486 2.90 -1.44 1.07 -0.094
C -2.242504 2.457921 0.156278 -1.13 2.35 0.67 -0.086
C -0.213022 -2.072000 0.616110 -0.86 -3.09 -0.78 -0.415
I -2.409675 -2.230891 0.124601 0.98 0.20 -0.15 1.306
C -0.161745 -2.541693 2.119854 1.41 -0.27 2.09 -0.206
C -0.893529 -2.020671 3.448183 0.02 -0.29 2.86 -0.367
C -0.125735 -0.746236 4.232309 -0.40 -0.26 0.45 -0.080
C -2.504742 -2.019814 3.600053 -0.81 -0.77 0.77 -0.155
C 0.783066 -3.145095 -0.262439 -1.03 -1.57 -1.32 -0.192
C 1.750519 -4.143097 0.622087 0.93 -0.15 2.30 -0.157
C 2.885958 -5.041521 -0.067853 1.84 -1.15 1.16 -0.129
F 2.430036 -6.359398 -0.654226 0.52 3.30 0.88 -0.134
C -0.131555 -4.344998 -0.992269 -0.20 -0.72 -2.62 -0.253
N -0.912505 -5.257619 -0.112968 -0.73 0.23 -0.18 -0.174
C -2.100667 -5.814071 -0.880238 -0.21 -1.08 -0.45 -0.154
C 1.494967 -2.176803 -1.449657 -0.02 -0.94 0.67 -0.212
P 3.320121 -1.539641 -1.138724 3.40 0.64 0.48 1.034
N 3.950880 -1.866407 0.488193 -0.26 -1.27 -1.24 -0.170
O 4.557964 -2.438311 -2.047040 -1.12 0.61 2.18 -0.322
C 1.733417 -2.825900 -2.928230 -0.46 -2.59 -4.64 -0.228
F 2.429121 -1.895938 -3.899566 -1.93 -2.67 3.64 -0.007
F 0.602570 -3.332004 -3.738616 2.54 2.01 2.71 0.005
F 2.515494 -4.107979 -2.964482 -1.75 4.34 1.03 0.007
C 0.604808 -0.706417 -1.358239 1.15 0.76 -4.34 -0.163
C -0.506885 -0.764866 -2.549875 -4.09 -1.84 0.94 -0.237
N -0.204351 -0.572873 -3.966233 -0.02 -0.46 -0.36 -0.002
C 1.478920 0.639415 -1.844264 1.85 0.96 1.34 -0.265
C 0.772394 2.062467 -1.984828 -0.79 1.54 0.01 -0.679
C -0.150780 2.485983 -3.221835 -1.54 0.60 0.21 -0.223
I 2.519276 3.473909 -2.218178 -0.50 -0.60 0.25 0.794
H 1.448584 3.350904 2.860597 2.25 -0.07 1.21 0.076
H 2.559385 2.735345 4.337725 -0.07 1.19 -1.92 0.088
H 2.921262 4.413843 3.427771 -0.81 -2.30 -0.01 0.093
H 3.278103 3.126963 1.163095 0.53 -1.14 2.15 0.086
H 4.649997 2.676345 2.373718 -2.48 -0.50 -0.09 0.126
H 3.320183 0.255515 2.772403 -0.52 1.31 -1.72 0.121
H 3.611983 0.717925 0.873670 -0.93 0.17 2.49 0.101
H 1.360426 1.850317 0.764378 -0.45 -2.39 1.04 0.142
H 0.926792 1.179348 2.522192 0.30 -1.18 -2.55 0.121
H -1.203228 1.211239 2.347169 -0.46 -0.95 -0.60 0.097
H -3.220865 2.372429 0.819539 2.14 -0.08 -1.39 0.129
H -2.492513 3.255303 -0.693669 0.67 -2.04 1.60 0.127
H -1.401513 2.960756 0.822725 -1.58 -1.13 -1.33 0.116
H -0.468449 -3.701542 2.101466 0.92 2.64 -0.54 0.148
H 0.958883 -2.391350 2.520137 -2.22 -0.83 -1.33 0.131
H -0.608248 -2.885190 4.242434 -0.47 1.59 -2.23 0.150
H 0.059454 -0.991126 5.386551 -0.55 0.31 -2.61 0.103
H 0.939893 -0.606122 3.770304 -2.05 0.03 0.81 0.062
H -0.787684 0.229001 4.242783 1.54 -1.86 -0.27 0.083
H -2.971669 -2.967881 3.044082 1.05 2.19 1.12 0.067
H -2.774536 -2.201596 4.749893 0.77 0.48 -2.44 0.102
H -3.077021 -1.051002 3.298485 1.30 -1.78 0.22 0.074
H 2.352036 -3.582031 1.492644 -1.29 -1.05 -2.22 0.108
H 1.140011 -4.914397 1.305287 0.87 1.85 -1.94 0.140
H 3.579998 -5.431074 0.832017 -1.77 0.88 -1.84 0.146
H 3.670297 -4.489393 -0.757296 -2.21 -1.29 0.71 0.107
H -0.898139 -3.913106 -1.792323 1.67 -0.53 1.91 0.092
H 0.546048 -5.053946 -1.677020 -0.79 2.00 1.48 0.148
H -0.361188 -6.079033 0.218762 -0.42 1.11 -0.61 0.108
H -1.672130 -6.446164 -1.770556 -1.09 1.08 1.38 0.101
H -2.745242 -6.547192 -0.200295 1.48 1.74 -1.37 0.110
H -2.798360 -4.980936 -1.323805 1.48 -1.51 1.06 0.061
H 3.310282 -1.674327 1.268287 0.52 -0.18 -0.53 0.008
H 4.441538 -2.790424 0.567040 -0.90 1.09 0.19 0.051
H 5.431117 -2.300180 -1.577108 -1.41 -0.04 -0.64 0.075
H -0.969437 -1.868357 -2.472201 1.07 2.22 -0.13 0.090
H -1.478289 -0.113759 -2.431559 2.10 -0.90 1.17 0.121
H -1.102169 -0.503431 -4.508593 1.71 0.10 0.85 0.125
H 0.540164 0.029700 -4.295076 -0.45 -0.07 0.33 0.058
H 2.335905 0.937553 -1.063654 -1.92 -1.29 -1.74 0.031
H 2.094561 0.423184 -2.845031 -1.59 0.10 2.28 0.131
H 0.288293 2.528232 -0.997092 1.04 -1.49 -2.20 0.076
H -1.230905 1.999566 -3.073466 2.37 0.85 -0.53 0.091
H -0.348237 3.661829 -3.159181 0.56 -2.62 -0.11 0.088
H 0.277413 2.264697 -4.291515 -0.73 0.29 2.29 0.091
C -6.041371 5.369215 -1.082388 -0.20 -0.45 0.01 -0.051
O -5.656503 6.739926 -1.167285 1.14 0.29 -0.01 -0.003
C -4.314942 6.943729 -1.175184 0.06 0.06 -0.01 -0.558
O -3.457526 6.076276 -1.117391 -1.04 0.99 -0.05 0.087
O -4.092764 8.279737 -1.258565 -0.38 -1.23 0.08 -0.003
C -2.714277 8.645349 -1.276554 0.54 0.21 -0.02 -0.049
H -7.133947 5.324279 -1.083562 0.24 0.31 -0.02 0.098
H -5.672908 4.810357 -1.948631 0.07 0.07 0.22 0.097
H -5.679504 4.923740 -0.150090 0.07 0.04 -0.22 0.094
H -2.212759 8.217445 -2.150590 -0.06 -0.05 0.25 0.098
H -2.219355 8.330827 -0.352049 -0.06 -0.08 -0.24 0.097
H -2.654521 9.735057 -1.344930 -0.32 -0.24 0.01 0.098
```
Forces are in eV/Å.

HOMO energy in eV: -11.1
DFT total energy in Ha: -3089.2018
Net charge: +1



# 2
The following is a DFT calculation (ωB97M-V/def2-TZVPD) of a molecular structure, C25H51ClO2P2RuSi2 in a non-equilibrium geometry.

```
84
Properties=species:S:1:pos:R:3:forces:R:3:lowdin_charge:R:1
Ru 0.261268 0.122074 -0.200086 -2.13 -0.94 0.42 0.934
C 2.606381 0.588567 0.519988 0.19 0.19 -0.37 -0.192
C 2.621728 -0.431986 -0.466815 0.50 0.32 -0.19 -0.337
C 1.958010 0.130864 -1.634547 0.95 0.29 0.25 -0.235
Si 3.150006 -2.177765 -0.027059 -0.62 0.64 -0.23 0.504
C 1.572734 1.476873 -1.327321 1.06 0.12 0.26 -0.243
C 1.977754 1.770168 0.043401 0.83 0.04 -0.30 -0.349
Si 1.660980 3.223126 1.184743 -0.38 -0.40 -0.23 0.504
H 3.021479 0.476300 1.516705 -0.16 0.02 -0.13 0.090
H 1.882381 -0.336099 -2.608897 -0.02 0.15 0.13 0.093
H 1.163475 2.185766 -2.035628 0.04 -0.15 0.06 0.094
Cl -4.576176 -0.759557 -1.112454 -0.48 -0.06 0.44 0.547
C 2.729586 3.126166 2.711017 0.24 -0.07 -0.09 -0.163
C 1.962671 4.815707 0.261418 0.18 0.22 0.08 -0.171
C 4.256330 -2.192672 1.476833 0.14 0.11 -0.02 -0.168
C 4.025476 -2.958213 -1.474789 0.22 -0.21 0.00 -0.170
H 2.978167 4.779725 -0.158036 -0.23 0.11 0.03 0.039
H 1.918455 5.654577 0.970475 -0.03 -0.06 -0.26 0.036
H 1.250733 4.995732 -0.554322 0.17 -0.01 0.18 0.022
H 2.448005 2.266092 3.331908 0.04 0.19 -0.09 0.029
H 2.628656 4.039460 3.312113 -0.02 -0.20 -0.09 0.040
H 3.782489 3.027598 2.418562 -0.10 0.02 0.15 0.039
H 4.843457 -2.294856 -1.791217 -0.18 -0.18 0.03 0.042
H 3.376847 -3.149994 -2.337818 0.17 0.01 0.17 0.020
H 4.470247 -3.905627 -1.139795 -0.06 0.09 -0.25 0.036
H 5.163065 -1.600494 1.296625 -0.15 -0.10 0.08 0.042
H 4.566246 -3.219358 1.710978 -0.09 0.18 0.01 0.038
H 3.732862 -1.776982 2.346139 0.13 -0.09 -0.10 0.025
C -0.151796 3.032004 1.690681 0.42 0.41 0.17 -0.377
C 1.507285 -3.015737 0.407020 0.34 -0.35 0.06 -0.386
P -1.036219 2.003015 0.475247 -0.75 1.83 0.55 0.944
H -0.591659 4.036112 1.801570 -0.10 -0.39 -0.03 0.047
H -0.191982 2.534089 2.674197 0.01 0.02 -0.35 0.042
P 0.090042 -2.274685 -0.491415 0.33 -1.42 -0.36 0.951
H 1.315996 -2.836542 1.478829 0.02 0.06 -0.31 0.056
H 1.608187 -4.105644 0.274314 -0.24 0.30 -0.04 0.045
C -1.332237 -3.374122 0.006985 -0.13 -0.10 -0.28 -0.516
C 0.405893 -2.739396 -2.281076 0.02 -0.12 0.47 -0.545
C -1.221463 3.205502 -0.953608 0.00 -0.12 0.38 -0.541
C -2.733113 1.895814 1.226801 -0.04 -0.03 -0.35 -0.529
C -2.914586 0.560029 1.931093 -0.16 -0.34 0.07 -0.141
H -3.397220 1.935498 0.345106 -0.02 -0.06 0.27 0.092
C -3.108152 3.011817 2.201690 -0.15 0.15 -0.02 -0.115
H -2.508188 2.953584 3.118450 -0.11 -0.01 -0.23 0.084
H -4.159543 2.863521 2.481974 0.17 0.08 0.02 0.084
H -3.014920 4.016972 1.781836 0.03 -0.14 0.11 0.055
H -2.665047 -0.275093 1.272698 -0.07 0.25 0.18 0.007
H -3.968581 0.461507 2.230064 0.22 -0.06 0.00 0.088
H -2.273541 0.478812 2.823189 -0.17 0.08 -0.32 0.078
H -0.182269 3.414693 -1.250122 -0.30 -0.01 0.10 0.064
C -1.903803 4.534753 -0.630906 0.03 0.11 -0.28 -0.110
C -1.930500 2.537703 -2.125759 0.01 0.18 -0.25 -0.139
H -1.383276 5.113044 0.139677 -0.15 -0.15 -0.08 0.067
H -2.951043 4.389091 -0.338362 0.23 0.05 -0.04 0.075
H -1.898794 5.136814 -1.550912 -0.08 0.02 0.23 0.082
H -1.418737 1.626990 -2.462501 -0.04 0.20 0.10 0.049
H -1.969447 3.242297 -2.969767 -0.03 -0.22 0.11 0.089
H -2.965997 2.277269 -1.867915 0.26 0.13 -0.01 0.061
H 1.361833 -2.248423 -2.514439 -0.24 -0.20 0.06 0.061
C -0.669257 -2.143460 -3.186587 0.05 -0.05 -0.24 -0.133
C 0.544138 -4.237453 -2.550869 0.07 0.01 -0.35 -0.115
H 1.350504 -4.709739 -1.977718 -0.21 0.10 -0.02 0.069
H 0.779979 -4.366743 -3.616862 -0.02 -0.11 0.19 0.083
H -0.399197 -4.764281 -2.360958 0.22 0.08 -0.03 0.073
H -0.725930 -1.049803 -3.114447 0.08 -0.21 0.04 0.054
H -1.660073 -2.554015 -2.951063 0.28 0.03 -0.06 0.058
H -0.444411 -2.405348 -4.230722 -0.10 0.10 0.19 0.088
C -2.179390 -2.743618 1.111039 -0.10 0.20 0.26 -0.127
C -0.926950 -4.787903 0.438044 -0.10 -0.16 -0.10 -0.125
H -1.945113 -3.432420 -0.908838 0.10 -0.15 0.21 0.098
H -0.305162 -4.766097 1.342233 -0.17 0.01 -0.20 0.080
H -0.402433 -5.349836 -0.340456 0.00 0.11 0.22 0.055
H -1.846965 -5.335592 0.680917 0.20 0.02 -0.03 0.082
H -1.561319 -2.152252 1.801101 -0.25 -0.18 -0.13 0.055
H -2.690799 -3.527721 1.686726 0.07 0.18 -0.15 0.083
H -2.950558 -2.094679 0.684197 0.19 -0.11 0.14 0.019
C -3.245294 -0.398708 -2.200219 -0.03 0.01 -0.57 -0.548
H -2.315835 -0.297154 -1.623690 -0.30 -0.06 -0.21 -0.013
H -3.196252 -1.204617 -2.930045 0.17 0.08 0.20 0.019
H -3.492675 0.516535 -2.735874 0.18 -0.12 0.16 0.019
O 0.097167 0.634504 3.834391 0.53 -0.74 -0.95 -0.042
C 0.614439 -0.097091 2.978343 -1.13 0.11 -0.06 -0.515
O 0.045739 -0.604531 1.917724 0.71 0.48 1.52 -0.290
H 1.675214 -0.394458 3.096872 0.08 0.02 0.12 0.106
```
Forces are in eV/Å.

Multiplicity: 5
HOMO energy (spin up / spin down) in eV: -5.9 / -8.2
DFT total energy in Ha: -2950.4590
Net charge: 0